A structure of composition C14H10N4O2S. Source: the OMol25 dataset; level of theory: ωB97M-V/def2-TZVPD.

Geometry as XYZ:
```
31
Properties=species:S:1:pos:R:3:forces:R:3:nbo_charge:R:1
C -2.2065 -0.1652 -1.4484 -0.56 -1.66 1.96 -0.216
C -2.8316 -1.4266 -1.0214 -0.81 0.52 0.39 0.251
N -3.4711 -2.3401 -0.7510 0.17 -0.27 0.00 -0.277
N -1.9667 0.7161 -0.2996 -0.94 1.86 2.73 -0.280
C -1.7030 2.0370 -0.5433 -0.39 1.51 1.35 0.078
C -1.8763 3.0234 0.4806 -0.39 -0.79 0.67 -0.240
C -2.2581 2.5987 1.7839 0.43 -0.63 -0.04 -0.127
C -2.1908 1.2107 2.0758 -0.02 -0.89 -0.68 -0.244
C -2.0095 0.2606 1.0063 -0.30 1.03 0.62 0.086
H -2.9474 0.3305 -2.2241 2.11 -1.11 1.76 0.325
H -1.3048 2.2823 -1.5450 -0.83 -0.33 0.39 0.295
H -1.7969 4.1340 0.3509 0.16 -1.43 -0.54 0.258
H -2.5240 3.3109 2.6241 0.45 -0.84 -1.34 0.247
H -2.3463 0.8497 3.1376 0.34 0.32 -1.59 0.258
H -1.8691 -0.8503 1.1270 -0.64 1.39 -0.06 0.278
O 5.1811 -4.4577 -3.1915 -1.22 0.22 1.97 -0.388
N 4.6690 -4.4229 -2.0485 2.65 -1.58 -0.18 0.498
O 5.2361 -4.9326 -1.0546 -1.17 0.93 -1.55 -0.391
C 3.4115 -3.7739 -1.8515 -1.86 1.24 0.19 -0.006
C 2.8184 -3.6787 -0.5439 0.20 0.21 -1.19 -0.175
C 1.6602 -2.8931 -0.4207 0.34 -0.32 0.19 -0.230
C 1.0402 -2.2164 -1.5037 1.49 0.17 0.41 0.261
N -0.0808 -1.4423 -1.2259 -0.65 -0.08 0.89 -0.588
C -0.6826 -0.4483 -1.7270 -1.65 -0.16 -4.75 0.177
S -0.7875 0.6148 -3.1043 3.83 0.30 -1.73 -0.398
C 1.6506 -2.3712 -2.7597 -0.20 0.06 -0.19 -0.265
C 2.8017 -3.1351 -2.9721 0.05 -0.41 1.13 -0.150
H 3.2703 -4.2054 0.3299 -0.40 0.65 -0.98 0.255
H 1.2346 -2.7596 0.5712 -0.05 -0.11 -0.18 0.215
H 1.1865 -1.8380 -3.5714 0.04 0.03 -0.37 0.237
H 3.2325 -3.2526 -3.9778 -0.18 0.17 0.73 0.255
```
Forces are in eV/Å.

The HOMO energy comes out at -0.27679 Eh. For the largest force on an atom, the calculation gives 5.030 eV/Å. As for the energy relative to the best compared isomer or geometry (same formula, charge and spin): 162.7 kcal per mole. The net charge is 0. For the total energy, the calculation gives -35563.0100 eV.